a:
# C20H68O24

14 unconnected molecules or ions with the total composition C20H68O24 (wB97M-V/def2-TZVPD, the OMol25 dataset).

Computed properties:
LUMO: -0.1 eV
HOMO level: -9.19 eV
orbital gap: 9.06 eV

Structure (ORCA input):
```
! RIJCOSX wB97M-V def2-TZVPD def2/J DEFGRID3
* xyz 0 1
O -0.11800 19.21200 7.58900
H 0.75900 19.18400 8.01400
H -0.07200 19.42800 6.65300
O 2.28800 18.50000 9.00400
H 2.35900 18.14200 9.87500
H 2.55800 19.41400 9.14300
O 5.93400 14.95000 6.99300
H 5.28100 14.28100 7.18500
H 5.59900 15.70600 7.41300
O 3.34200 13.42800 6.06300
H 2.46500 13.09800 5.91800
H 3.69600 12.59800 6.36000
C 1.40600 14.97300 1.35800
C 1.46200 14.67600 -0.11000
O 1.40500 15.89600 -0.90300
O 1.20100 13.90800 2.28000
H 0.51400 15.53100 1.54100
H 2.25400 15.59800 1.75000
H 0.56000 14.10700 -0.32900
H 2.41000 14.11900 -0.31200
H 1.27700 15.60300 -1.80800
H 1.61000 13.09200 1.92500
C -1.33600 15.19500 9.61000
C -0.87900 15.60000 8.20100
O -0.47200 14.30700 7.55700
O -1.77300 16.33100 10.14100
H -0.54000 14.80500 10.26200
H -2.08500 14.45300 9.59900
H -0.11700 16.38700 8.11600
H -1.71000 15.90500 7.58700
H -1.06000 13.51900 7.51700
H -2.40400 16.63400 9.45000
C 4.13500 20.69300 6.15800
C 2.95500 21.12000 5.32200
O 1.99100 20.14700 5.30400
O 5.12500 21.65200 6.10600
H 4.52700 19.72700 5.75300
H 3.80200 20.61200 7.14800
H 3.17600 21.39000 4.33600
H 2.60000 22.07200 5.74200
H 1.94300 19.68800 4.43500
H 5.92300 21.28600 5.76300
C -3.24300 17.40400 4.46900
C -3.23100 18.83300 5.00700
O -3.10100 19.70500 3.90000
O -2.12200 17.26000 3.56100
H -4.14200 17.18900 3.90700
H -3.25200 16.77500 5.33300
H -2.49200 18.78800 5.81600
H -4.08100 19.05800 5.54500
H -2.21400 19.70300 3.59200
H -1.23200 17.42600 3.90400
C 6.31500 19.54400 8.50700
C 5.73400 18.22400 9.00600
O 5.00500 17.70800 7.90200
O 7.30300 19.86500 9.45900
H 5.61100 20.37000 8.60200
H 6.58500 19.25000 7.47300
H 5.05500 18.25200 9.90700
H 6.52000 17.50000 9.17000
H 4.10000 17.81100 8.06400
H 6.85900 20.43900 10.12700
C 2.50700 15.06400 9.35600
C 3.03200 15.45700 10.75900
O 2.06300 15.37200 11.78700
O 3.57600 14.79900 8.53200
H 1.84700 15.88800 8.94800
H 1.71900 14.32900 9.47500
H 3.15100 16.53900 10.67000
H 3.93900 14.91800 11.13200
H 2.36700 15.84900 12.55000
H 3.16700 14.47600 7.76200
C 2.59000 16.96800 5.70300
C 1.41400 16.48800 4.76500
O 0.23500 16.25800 5.52400
O 3.84700 17.30400 5.08800
H 2.86800 16.07700 6.37300
H 2.36000 17.82100 6.44800
H 1.63900 15.56000 4.23200
H 1.20400 17.14200 3.96700
H 0.16600 15.35500 5.83500
H 4.43600 17.61700 5.69700
C 5.13600 15.33400 2.36600
C 4.77400 14.48500 3.56700
O 5.64900 13.41000 3.55700
O 4.33100 16.46400 2.43700
H 4.85500 14.81500 1.46500
H 6.21100 15.65700 2.36500
H 3.73700 14.16200 3.46800
H 4.71200 14.98700 4.54800
H 5.78600 13.21800 2.61800
H 3.99700 16.68000 3.30700
C -1.35600 13.99900 3.85700
C -0.59700 12.83300 4.54000
O 0.64300 13.18700 4.98500
O -2.56900 13.44000 3.35900
H -0.83400 14.34600 3.00500
H -1.53300 14.87100 4.51900
H -0.63700 11.96700 3.79700
H -1.16300 12.44000 5.35200
H 1.12600 13.23900 4.10500
H -2.92300 13.00300 4.16900
C 7.55400 16.97000 4.96700
C 8.25700 16.08500 3.94700
O 7.87500 14.74100 4.08700
O 8.02300 18.21800 4.71600
H 7.75500 16.57200 6.05600
H 6.56500 16.93800 4.69300
H 9.32300 16.08200 4.15800
H 8.13800 16.48000 2.88500
H 6.96900 14.53200 3.80300
H 8.96500 18.14000 4.83800
*
```


b:
# C20H68O24

14 unconnected molecules or ions with the total composition C20H68O24 (wB97M-V/def2-TZVPD, the OMol25 dataset).

Computed properties:
LUMO: 0.1 eV
HOMO level: -9.98 eV
orbital gap: 10.10 eV

Structure (ORCA input):
```
! RIJCOSX wB97M-V def2-TZVPD def2/J DEFGRID3
* xyz 0 1
O 5.54727 11.38986 13.40031
H 6.51610 11.53705 13.41546
H 5.31249 11.31348 12.46381
O 9.81941 10.47349 8.05188
H 9.27171 10.43303 7.23457
H 10.33223 11.31991 7.92596
O 8.67984 14.11288 11.68009
H 7.84048 14.50850 11.93739
H 8.49147 13.61020 10.87336
O 9.80224 16.24929 13.86126
H 9.73523 15.63740 14.60650
H 9.34754 15.89492 13.08819
C 6.53364 6.57366 9.24728
C 7.42706 7.34460 10.16777
O 6.93694 8.60480 10.51116
O 6.26362 7.30423 8.03605
H 5.57898 6.49264 9.76254
H 6.88553 5.54286 9.03697
H 8.40762 7.47713 9.72104
H 7.53748 6.75782 11.08684
H 7.00391 9.20460 9.72495
H 6.88344 6.99814 7.37576
C 11.25182 12.72139 15.61367
C 10.08410 12.28806 16.35923
O 9.96345 12.53906 17.78049
O 11.08089 14.10090 15.50024
H 11.20128 12.23958 14.64391
H 12.20197 12.39960 16.05733
H 10.11828 11.18229 16.19262
H 9.18730 12.67482 15.85683
H 10.47032 13.34270 17.88216
H 11.61745 14.58529 14.86071
C 5.91910 11.24506 8.13028
C 6.51219 11.97273 9.29949
O 7.93431 12.20218 9.08210
O 6.61454 10.02632 8.08230
H 6.14447 11.81711 7.23105
H 4.82713 11.14827 8.23546
H 6.43331 11.33312 10.19101
H 6.08680 12.97546 9.46419
H 8.33919 11.38190 8.74812
H 6.00495 9.27878 8.00480
C 8.57641 7.61129 16.06245
C 9.06783 6.67715 14.96967
O 10.43142 6.50071 15.10681
O 7.14447 7.46500 16.23538
H 8.75553 8.67714 15.93047
H 9.07312 7.25745 16.99465
H 8.87480 7.13071 13.99288
H 8.47239 5.76704 14.99890
H 10.71594 6.38357 14.18652
H 6.80950 8.32456 16.47745
C 13.81157 13.95741 12.29668
C 12.78720 14.10240 11.20188
O 12.31696 12.89064 10.57571
O 13.35595 13.18832 13.41783
H 14.09360 14.95572 12.64846
H 14.71384 13.50607 11.85760
H 13.18696 14.73753 10.40429
H 11.89715 14.61876 11.58827
H 11.74438 12.48189 11.26013
H 13.26765 12.27135 13.09762
C 12.56185 8.82882 17.54829
C 13.02578 9.52528 16.28508
O 12.17772 9.28054 15.17110
O 12.55656 7.43287 17.18036
H 11.59462 9.27086 17.87082
H 13.33170 8.79209 18.34976
H 14.00507 9.25557 15.95552
H 13.05697 10.61029 16.35910
H 12.06118 8.32486 15.05417
H 11.73253 7.16247 16.73588
C 6.56552 15.55808 15.85534
C 6.60766 14.41916 14.88633
O 5.96553 14.84825 13.68294
O 5.20801 15.79235 16.23020
H 7.03114 16.41299 15.35535
H 7.18329 15.34158 16.72776
H 6.07656 13.52080 15.22791
H 7.63728 14.08732 14.72962
H 5.70204 14.02529 13.26425
H 4.81263 16.49080 15.71861
C 13.66053 9.38208 12.31578
C 12.93752 8.40460 11.49094
O 11.95182 7.68712 12.38381
O 12.93397 10.45232 12.91339
H 14.35265 9.92194 11.64911
H 14.27356 8.77958 12.98601
H 13.59076 7.67046 10.97919
H 12.41070 8.86949 10.62876
H 11.06619 7.87716 12.01964
H 12.65347 10.09318 13.77701
C 10.30518 14.77870 7.78799
C 11.48009 13.92636 7.45915
O 11.52416 12.65701 8.04716
O 9.05887 14.10695 7.55616
H 10.39734 15.71550 7.24691
H 10.25354 15.09069 8.84042
H 12.39091 14.46283 7.64147
H 11.39314 13.68986 6.41540
H 11.68697 12.74513 8.98442
H 8.91347 13.49913 8.27964
C 9.32125 10.75349 13.36648
C 9.37573 10.27310 11.93971
O 10.04565 11.28036 11.17912
O 8.48855 11.90206 13.52546
H 10.27102 10.95971 13.83405
H 8.90874 9.91887 13.93666
H 8.31842 10.16904 11.62471
H 9.91230 9.31484 11.95060
H 9.92083 11.24098 10.20981
H 8.74642 12.62435 12.91259
*
```


Energy comparison, zero being the most stable, in kJ/mol: a 550.1; b 0.0.


a:
# C10H15NO2

C10H15NO2 in the gas phase (wB97M-V/def2-TZVPD, the OMol25 dataset).

Computed properties:
LUMO (alpha / beta): 0.4 / 0.7 eV
HOMO level (alpha / beta): -7.35 / -8.03 eV
orbital gap (alpha / beta): 7.72 / 8.73 eV

Structure (ORCA input):
```
! RIJCOSX wB97M-V def2-TZVPD def2/J DEFGRID3
* xyz 0 1
C 2.80512 0.94637 0.11938
C -1.23569 -0.59776 -0.32991
C -0.15559 1.67735 -0.86998
C 0.54847 -2.86975 -0.54108
C -0.13702 -1.59172 0.09361
C -1.05608 0.92378 0.19198
C 0.91469 0.78957 -1.41310
C 1.32124 -1.04647 0.00422
C 3.76370 0.35143 1.10540
C -2.55778 1.31402 0.34447
N 1.76330 0.16616 -0.46743
O 2.99818 2.07304 -0.28159
O 1.83270 -2.19324 -0.52974
H -1.38971 -0.62642 -1.34134
H -2.11097 -1.09417 -0.03893
H -0.90320 2.04424 -1.73005
H 0.14360 2.50754 -0.28159
H 0.43487 -3.69971 0.01979
H 0.19557 -3.04837 -1.64510
H -0.23502 -1.75281 1.23288
H -0.43418 0.78774 1.04035
H 0.62655 0.11404 -2.22940
H 4.74752 0.33218 0.71130
H 3.43579 -0.62431 1.31148
H 3.86035 0.98902 1.97850
H -2.56927 2.31613 0.46673
H -2.90680 0.82028 1.13598
H -3.00738 1.10785 -0.61747
*
```


b:
# C10H15NO2

2 unconnected molecules or ions with the total composition C10H15NO2 (wB97M-V/def2-TZVPD, the OMol25 dataset).

Computed properties:
LUMO: 0.6 eV
HOMO level: -8.73 eV
structure (SMILES): Cc1ccc(O)cc1.CCC(N)=O
orbital gap: 9.36 eV

Structure (ORCA input):
```
! RIJCOSX wB97M-V def2-TZVPD def2/J DEFGRID3
* xyz 0 1
C 1.31006 1.49237 1.53063
C 2.46452 2.22145 0.80643
C 0.22221 2.48623 1.63953
O 0.37828 3.46219 2.34072
N -0.96796 2.19534 0.99464
H 1.17345 0.53474 1.00521
H 1.52562 0.98727 2.53066
H 2.10869 2.78174 -0.01263
H -1.85669 2.64518 1.11752
H -0.97739 1.33952 0.45223
H 3.17692 1.44063 0.48552
H 2.87088 2.91408 1.54870
C -0.42847 -0.12575 -2.90839
C -0.61149 -1.11369 -1.77694
C 0.39617 -1.88685 -1.22154
C -1.88117 -1.20805 -1.20230
C 0.16547 -2.62176 -0.03694
C -2.08260 -1.78670 0.04621
C -0.98526 -2.33811 0.67557
O -1.12355 -2.91382 1.90917
H -1.16715 -0.14440 -3.70240
H 0.60555 -0.30008 -3.26002
H 1.44245 -1.83142 -1.56087
H -2.69857 -0.75737 -1.75526
H 0.94586 -3.30665 0.27548
H -3.11283 -1.84690 0.39064
H -0.31800 -3.23749 2.31470
H -0.57498 0.91833 -2.62626
*
```


Energy comparison, zero being the most stable, in kJ/mol: a 503.5; b 0.0.


a:
# C2H2O2

C2H2O2 in the gas phase (wB97M-V/def2-TZVPD, the OMol25 dataset).

Computed properties:
LUMO: 0.2 eV
HOMO level: -9.36 eV
orbital gap: 9.54 eV

Structure (ORCA input):
```
! RIJCOSX wB97M-V def2-TZVPD def2/J DEFGRID3
* xyz 0 1
O -1.69768 0.55510 0.42305
C -0.57474 0.32408 0.71893
C 0.53428 -0.78934 -1.00748
O 0.48606 0.26754 -0.21753
H -0.17000 0.19246 1.72789
H 1.42208 -0.54984 -1.64486
*
```


b:
# C2H2O2

2 unconnected molecules or ions with the total composition C2H2O2 (wB97M-V/def2-TZVPD, the OMol25 dataset).

Computed properties:
LUMO: 0.7 eV
HOMO level: -10.27 eV
orbital gap: 10.99 eV

Structure (ORCA input):
```
! RIJCOSX wB97M-V def2-TZVPD def2/J DEFGRID3
* xyz 0 1
C -1.32659 0.05233 0.06801
C 2.84768 -0.23817 -0.52021
O -2.19644 0.82482 -0.19504
O 2.42266 0.25333 0.38639
H -1.22815 -0.68000 0.87364
H -0.51916 -0.21230 -0.61279
*
```


c:
# C2H2O2

C2H2O2 in the gas phase (wB97M-V/def2-TZVPD, the OMol25 dataset).

Computed properties:
LUMO: -0.1 eV
HOMO level: -9.46 eV
orbital gap: 9.41 eV

Structure (ORCA input):
```
! RIJCOSX wB97M-V def2-TZVPD def2/J DEFGRID3
* xyz 0 1
O 1.39304 -0.57848 -0.78099
C 0.81784 0.02910 0.06650
C -0.92237 0.34012 -0.21342
O -0.52656 -0.59939 0.54822
H 1.23593 0.58084 0.92281
H -1.99789 0.22780 -0.54311
*
```


d:
# C2H2O2

C2H2O2 in the gas phase (wB97M-V/def2-TZVPD, the OMol25 dataset).

Computed properties:
LUMO: -1.4 eV
HOMO level: -10.23 eV
structure (SMILES): O=CC=O
orbital gap: 8.81 eV

Structure (ORCA input):
```
! RIJCOSX wB97M-V def2-TZVPD def2/J DEFGRID3
* xyz 0 1
C -0.32530 -0.08740 0.68846
C 0.18113 -0.79692 -0.50229
H -0.70289 -0.72012 1.64343
H 0.19030 -1.95847 -0.32046
O -0.21779 1.09479 1.14776
O 0.38999 -0.09673 -1.45276
*
```


Energy comparison, zero being the most stable, in kJ/mol: a 208.8; b 0.0; c 254.3; d 99.7.


a:
# C6H10NOPS

C6H10NOPS in the gas phase (wB97M-V/def2-TZVPD, the OMol25 dataset).

Computed properties:
LUMO: 0.0 eV
HOMO level: -9.50 eV
structure (SMILES): CCPC1=NC(=O)[C@H](C)S1
orbital gap: 9.47 eV

Structure (ORCA input):
```
! RIJCOSX wB97M-V def2-TZVPD def2/J DEFGRID3
* xyz 0 1
C -2.18404 0.96892 -0.60970
C -0.52468 -0.54537 -0.81601
C -2.99900 -0.36290 -0.33715
C -4.03266 -0.29207 0.73256
C 3.01729 0.01250 0.24223
C 2.23008 0.18158 -1.13807
N -0.82449 0.72266 -0.89580
O -2.63895 2.08542 -0.66743
P 1.01502 -1.17889 -1.55347
S -1.78466 -1.68995 -0.22082
H -3.56382 -0.58657 -1.23265
H -3.69844 0.39803 1.48995
H -4.34568 -1.28530 1.17240
H -5.01365 0.03484 0.41893
H 2.57215 0.19040 1.21170
H 3.30419 -1.00210 0.21973
H 3.87886 0.67681 0.18832
H 3.01865 0.23424 -1.91373
H 1.71904 1.19585 -1.09732
H 1.36802 -2.03860 -0.58707
*
```


b:
# C6H10NOPS

A molecular structure, C6H10NOPS (wB97M-V/def2-TZVPD, the OMol25 dataset).

Computed properties:
LUMO: 0.1 eV
HOMO level: -8.44 eV
orbital gap: 8.54 eV

Structure (ORCA input):
```
! RIJCOSX wB97M-V def2-TZVPD def2/J DEFGRID3
* xyz 0 1
C -4.30409 0.22734 0.86777
C -3.22555 0.08059 0.33374
C -1.39905 -0.78783 -1.25789
C -0.66568 0.11898 0.77449
C -1.84823 0.26850 -0.18997
C 3.22463 0.55335 0.74751
N 2.66178 -0.55597 0.07675
O 1.68320 0.90822 -1.81676
P 2.31038 -0.37485 -1.59713
S -0.27149 -1.56923 -0.00782
H -5.29112 -0.07104 1.04153
H -2.25108 -1.47653 -1.40401
H -0.92005 -0.43326 -2.32174
H 0.14978 0.70429 0.37482
H -0.85023 0.43377 1.87710
H -1.83889 1.31542 -0.47520
H 2.89994 1.41237 0.15479
H 2.89974 0.47368 1.75354
H 4.26484 0.30201 0.66841
H 2.77117 -1.52981 0.40008
*
```


Energy comparison, zero being the most stable, in kJ/mol: a 0.0; b 251.0.